Record 1
# CH4N3P

CH4N3P in the gas phase (wB97M-V/def2-TZVPD, the OMol25 dataset).

```
9
Properties=species:S:1:pos:R:3
C -0.0627 -0.6276 0.7426
N -1.2508 -0.0266 1.1873
N -1.8151 0.6027 0.0841
N -1.0305 0.7292 -0.9511
P 0.6114 0.0332 -0.8516
H 0.8460 -0.5521 1.3670
H -0.2288 -1.6716 0.4904
H -1.5596 1.1615 -1.7718
H 1.2903 1.2844 -0.4429
```

Computed properties:
Gap between HOMO and LUMO (Eh): 0.351
Highest occupied orbital energy (eV): -8.91
ΔE to the lowest compared entry with this formula, charge and spin (kcal per mole): 60.2
Max |F| (eV Å⁻¹): 6.3
Calculated total energy (Ha): -546.0264

***

Record 2
# C20H18N3ORh

A molecular structure, C20H18N3ORh (wB97M-V/def2-TZVPD, the OMol25 dataset).

```
43
Properties=species:S:1:pos:R:3
C 0.0407 2.2495 -0.7464
C 1.1560 2.0646 0.1740
C 2.0515 1.1150 -0.4082
H 1.2646 2.5205 1.1737
C 1.4615 0.6989 -1.6686
C 0.2124 1.3895 -1.8782
H -0.4721 1.3536 -2.7381
H -0.8537 2.8719 -0.6272
H 3.0154 0.8102 0.0240
H 1.9454 0.0536 -2.3996
C -0.9922 -1.0050 1.8949
C -1.6332 0.2680 1.7457
C -2.2958 0.3411 0.4570
H -1.5334 1.0610 2.5160
C -2.1220 -0.9316 -0.1811
C -1.3084 -1.7545 0.7089
H -1.0619 -2.8066 0.5493
H -0.4337 -1.3307 2.7921
H -2.8102 1.2188 0.0323
H -2.5688 -1.2213 -1.1433
Rh -0.0662 0.0806 -0.0026
O 2.3423 -3.0613 -0.8687
C 3.7044 -2.9161 -0.3706
C 3.3960 -3.6136 -1.7426
H 4.1327 -1.8871 -0.4542
H 4.0343 -3.5999 0.4561
H 3.6365 -3.0060 -2.6503
H 4.8323 -4.9174 -3.5942
C 4.3306 -5.6238 -2.9209
C 3.5325 -5.0705 -1.8763
C 2.8590 -5.9391 -0.9755
H 2.2147 -5.5219 -0.1857
C 2.9876 -7.3265 -1.1327
H 2.4574 -7.9960 -0.4464
C 3.7857 -7.8628 -2.1599
H 3.8884 -8.9485 -2.2772
C 4.4549 -7.0004 -3.0509
H 5.0746 -7.3973 -3.8559
N -0.8862 2.3852 1.5178
C -1.4546 3.4355 1.5868
N -2.0380 4.5101 1.4561
C -3.2540 4.5937 1.8563
N -4.3152 4.7712 2.1949
```

Computed properties:
Gap between HOMO and LUMO (spin up / spin down) (Eh): 0.281 / 0.180
Highest occupied orbital energy (spin up / spin down) (eV): -7.30 / -8.13
ΔE to the lowest compared entry with this formula, charge and spin (kcal per mole): 25.5
Max |F| (eV Å⁻¹): 5.6
2S+1: 5
⟨S²⟩: 6.02
Calculated total energy (Ha): -1122.6143

***

Record 3
# C27H49AlN6O

A molecular structure, C27H49AlN6O (wB97M-V/def2-TZVPD, the OMol25 dataset).

```
84
Properties=species:S:1:pos:R:3
Al -25.5670 18.2387 -32.3106
C -29.6244 19.6505 -29.6132
C -29.5233 19.1103 -31.1122
C -29.6889 20.3151 -32.0173
O -28.3746 18.4827 -31.2868
H -29.6799 18.9396 -28.7856
H -30.3851 20.4263 -29.6245
H -28.6996 20.1338 -29.2758
H -30.2965 18.3370 -31.2682
H -28.8075 20.9558 -32.0043
H -30.5701 20.9213 -31.8155
H -29.8613 19.8610 -33.0028
C -27.0776 27.1174 -32.9548
C -28.1206 26.1954 -32.2829
C -28.1817 24.7652 -32.8125
C -28.3624 24.6708 -34.2552
N -28.5582 24.5283 -35.3772
H -27.4673 28.1311 -32.9017
H -26.8574 26.8579 -33.9909
H -26.1033 27.1202 -32.4645
H -29.0910 26.6878 -32.3566
H -27.9606 26.1837 -31.2028
H -29.0194 24.2083 -32.3795
H -27.2909 24.1866 -32.5493
C -30.5025 21.9393 -25.8614
C -31.5756 20.9663 -26.2843
C -32.8017 20.7494 -25.4000
C -33.5999 21.9956 -25.3353
N -34.3122 22.8971 -25.2855
H -29.9932 21.5997 -24.9581
H -30.8887 22.9548 -25.7667
H -29.7208 22.0088 -26.6203
H -31.1351 19.9782 -26.4708
H -31.9603 21.2897 -27.2595
H -32.5587 20.4461 -24.3804
H -33.5759 20.0835 -25.7885
C -27.0702 22.8599 -26.9055
C -25.5915 23.0097 -26.5477
C -25.2722 24.3544 -25.8807
C -25.4068 25.5502 -26.7076
N -25.5514 26.5017 -27.3338
H -27.7074 22.7071 -26.0378
H -27.2504 22.1149 -27.6827
H -27.4029 23.8248 -27.3045
H -24.8130 22.8458 -27.2966
H -25.3745 22.2011 -25.8431
H -24.2151 24.3645 -25.5991
H -25.8695 24.4079 -24.9697
C -32.7037 15.5832 -29.5983
C -31.3934 15.0929 -29.0191
C -30.2028 15.9248 -29.4966
C -28.8744 15.4270 -29.1313
N -27.8430 15.0494 -28.7946
H -32.9515 16.5662 -29.1694
H -33.5879 15.0287 -29.2910
H -32.5741 15.7115 -30.6723
H -31.1988 14.0833 -29.4060
H -31.3820 14.9278 -27.9418
H -30.3011 16.9243 -29.0476
H -30.2067 16.0937 -30.5762
C -29.7291 17.2262 -35.0474
C -30.3193 15.8985 -34.5988
C -30.7880 15.8996 -33.1419
C -30.9732 14.6021 -32.4865
N -31.1202 13.6444 -31.8705
H -28.7987 17.4660 -34.5181
H -30.4405 18.0515 -35.0170
H -29.4244 17.1396 -36.0919
H -29.6155 15.0734 -34.7347
H -31.1158 15.5849 -35.2765
H -31.7496 16.4019 -33.0051
H -30.0273 16.3770 -32.5095
C -28.5961 21.8107 -38.0755
C -28.4052 21.4179 -36.6127
C -29.6476 21.2756 -35.7619
C -30.7216 20.4980 -36.3741
N -31.5378 19.8819 -36.8977
H -28.9438 22.8380 -38.2709
H -29.4467 21.3614 -38.6014
H -27.6271 21.7668 -38.5680
H -27.8121 22.2186 -36.1622
H -27.7593 20.5384 -36.6810
H -29.9861 22.2900 -35.5405
H -29.3487 20.7969 -34.8203
```

Computed properties:
Gap between HOMO and LUMO (Eh): 0.067
Highest occupied orbital energy (eV): -15.22
Charge: +2
Max |F| (eV Å⁻¹): 4.4
Calculated total energy (Ha): -1703.4083